# 1
Entry from OMol25: 12 unconnected molecules or ions with the total composition C44H96O28 at a distorted geometry (ωB97M-V/def2-TZVPD).

Element x y z (Å)
C (-4.216, 4.203, 1.164)
C (-4.337, 4.648, 2.512)
O (-3.151, 4.221, 3.147)
C (-2.626, 3.240, 2.419)
O (-1.685, 2.560, 2.800)
O (-3.243, 3.127, 1.268)
H (-3.867, 4.948, 0.449)
H (-5.220, 3.879, 0.891)
H (-5.097, 4.135, 3.102)
H (-4.557, 5.715, 2.514)
C (3.335, 3.645, -2.454)
C (3.540, 4.033, -1.004)
O (4.210, 2.932, -0.510)
C (4.873, 2.284, -1.496)
O (5.635, 1.363, -1.441)
O (4.520, 2.880, -2.661)
H (3.395, 4.608, -2.961)
H (2.384, 3.191, -2.734)
H (2.645, 4.215, -0.410)
H (4.075, 4.979, -0.928)
C (-4.637, -0.807, 5.474)
C (-5.681, 0.266, 5.216)
O (-5.496, 0.616, 3.840)
C (-4.382, 0.043, 3.380)
O (-3.741, 0.353, 2.403)
O (-3.882, -0.802, 4.342)
H (-5.016, -1.829, 5.472)
H (-4.125, -0.517, 6.392)
H (-5.598, 1.214, 5.748)
H (-6.721, -0.057, 5.270)
C (-0.242, 0.424, 1.360)
C (0.542, -0.836, 1.120)
O (1.324, -0.560, -0.048)
C (0.946, 0.567, -0.575)
O (1.377, 1.094, -1.625)
O (-0.032, 1.102, 0.164)
H (0.212, 1.026, 2.147)
H (-1.295, 0.302, 1.616)
H (-0.178, -1.634, 0.939)
H (1.247, -1.005, 1.935)
C (1.802, -3.038, 6.493)
O (0.803, -3.427, 5.613)
C (-0.088, -2.413, 5.313)
C (-1.102, -2.808, 4.245)
O (-2.006, -3.905, 4.602)
C (-2.930, -4.093, 3.637)
H (2.301, -2.138, 6.133)
H (2.604, -3.774, 6.539)
H (1.480, -2.816, 7.510)
H (0.498, -1.656, 4.791)
H (-0.572, -2.068, 6.227)
H (-0.494, -3.119, 3.395)
H (-1.547, -1.862, 3.937)
H (-3.407, -5.067, 3.742)
H (-2.649, -4.019, 2.586)
H (-3.724, -3.368, 3.816)
C (4.140, -2.008, -5.750)
O (4.942, -1.706, -4.604)
C (4.292, -0.921, -3.528)
C (3.105, -1.627, -2.878)
O (1.989, -1.383, -3.677)
C (0.775, -2.062, -3.290)
H (4.143, -1.157, -6.431)
H (3.105, -2.219, -5.482)
H (4.653, -2.816, -6.271)
H (4.000, 0.060, -3.904)
H (5.041, -0.817, -2.743)
H (2.850, -1.129, -1.943)
H (3.290, -2.672, -2.629)
H (0.757, -3.144, -3.421)
H (0.016, -1.707, -3.987)
H (0.427, -1.669, -2.335)
C (1.284, 0.405, -6.450)
O (0.651, 1.578, -5.987)
C (0.520, 1.453, -4.567)
C (-0.362, 2.564, -4.062)
O (0.431, 3.763, -3.869)
C (0.693, 4.544, -4.967)
H (2.228, 0.299, -5.915)
H (1.534, 0.476, -7.508)
H (0.743, -0.535, -6.346)
H (1.521, 1.596, -4.160)
H (0.186, 0.519, -4.116)
H (-0.853, 2.286, -3.130)
H (-1.151, 2.697, -4.803)
H (1.531, 4.182, -5.563)
H (0.971, 5.547, -4.645)
H (-0.205, 4.617, -5.581)
C (-2.765, 1.194, -1.293)
O (-3.957, 0.688, -1.911)
C (-3.764, 0.329, -3.281)
C (-5.143, 0.107, -3.936)
O (-5.694, 1.380, -4.382)
C (-7.053, 1.384, -4.794)
H (-1.918, 0.553, -1.537)
H (-2.987, 1.175, -0.226)
H (-2.504, 2.219, -1.554)
H (-3.176, -0.586, -3.346)
H (-3.150, 1.051, -3.819)
H (-5.751, -0.388, -3.179)
H (-5.072, -0.628, -4.739)
H (-7.742, 1.054, -4.017)
H (-7.071, 0.816, -5.725)
H (-7.334, 2.405, -5.054)
C (-2.079, -3.379, -0.781)
O (-2.771, -2.589, 0.209)
C (-4.140, -2.178, -0.148)
C (-5.133, -3.364, -0.093)
O (-5.069, -4.234, -1.254)
C (-6.009, -5.297, -1.236)
H (-1.965, -2.833, -1.718)
H (-2.572, -4.328, -0.989)
H (-1.137, -3.701, -0.337)
H (-4.205, -1.751, -1.148)
H (-4.378, -1.363, 0.537)
H (-6.139, -2.946, -0.050)
H (-4.958, -3.914, 0.831)
H (-5.835, -5.890, -2.133)
H (-7.045, -4.969, -1.161)
H (-5.771, -6.047, -0.481)
C (0.129, 7.280, -2.621)
O (0.016, 6.842, -1.226)
C (-0.173, 5.445, -1.173)
C (-0.309, 4.874, 0.261)
O (0.897, 5.263, 1.006)
C (0.945, 4.706, 2.277)
H (-0.628, 6.906, -3.311)
H (1.103, 7.186, -3.100)
H (-0.068, 8.352, -2.592)
H (0.739, 5.052, -1.622)
H (-1.080, 5.236, -1.742)
H (-0.534, 3.808, 0.218)
H (-1.112, 5.387, 0.790)
H (0.365, 5.314, 2.971)
H (2.003, 4.664, 2.537)
H (0.528, 3.701, 2.212)
C (8.030, 0.488, 2.182)
O (6.631, 0.027, 2.016)
C (5.586, 0.946, 2.237)
C (4.201, 0.238, 1.799)
O (3.112, 0.481, 2.620)
C (3.121, -0.136, 3.887)
H (8.727, -0.341, 2.057)
H (8.039, 0.725, 3.246)
H (8.192, 1.370, 1.561)
H (5.689, 1.832, 1.611)
H (5.700, 1.310, 3.258)
H (4.363, -0.839, 1.752)
H (3.996, 0.677, 0.822)
H (2.169, -0.008, 4.401)
H (3.953, 0.152, 4.529)
H (3.269, -1.205, 3.731)
C (2.628, -3.755, 0.538)
O (2.716, -3.255, 1.806)
C (2.420, -4.180, 2.838)
C (3.608, -5.176, 3.062)
O (3.532, -6.264, 2.132)
C (4.453, -7.334, 2.366)
H (1.672, -4.234, 0.326)
H (3.468, -4.414, 0.318)
H (2.633, -2.878, -0.110)
H (1.474, -4.685, 2.642)
H (2.289, -3.504, 3.683)
H (3.624, -5.691, 4.023)
H (4.596, -4.755, 2.872)
H (4.303, -8.205, 1.729)
H (4.363, -7.660, 3.403)
H (5.456, -6.923, 2.250)

Its SMILES is O=C1OCCO1.O=C1OCCO1.O=C1OCCO1.O=C1OCCO1.COCCOC.COCCOC.COCCOC.COCCOC.COCCOC.COCCOC.COCCOC.COCCOC. The value obtained for the HOMO-LUMO gap is 0.325 hartree.

# 2
Entry from OMol25: a single C3H5NS2 molecule at a distorted geometry (ωB97M-V/def2-TZVPD).

Element x y z (Å)
C (-0.173, -0.915, -0.562)
C (-0.777, 0.386, -0.132)
C (-0.201, 1.020, 1.115)
H (1.626, 0.014, -0.738)
H (1.587, -1.684, -1.059)
H (-1.887, 0.390, -0.218)
H (0.716, 0.538, 1.540)
H (-0.866, 1.345, 1.902)
N (1.141, -0.842, -0.735)
S (-1.122, -2.242, -0.682)
S (-0.043, 1.989, -0.431)

Its SMILES is NC(=S)[C@H]1CS1. The value obtained for the HOMO-LUMO gap is 0.332 hartree. Its relative energy (zero: lowest compared OMol25 entry of this formula, charge and spin) is 51.7 kJ/mol.

# 3
Entry from OMol25: a single C3H3NOS3 molecule at a distorted geometry (ωB97M-V/def2-TZVPD).

Element x y z (Å)
C (-0.030, 1.164, -0.393)
C (1.247, 0.624, -0.868)
C (-0.378, -0.891, 0.834)
H (1.742, 1.126, -1.702)
H (2.039, 0.667, -0.045)
H (0.844, -2.425, 0.338)
N (0.429, -1.590, -0.013)
O (-0.713, 0.358, 0.400)
S (-0.580, 2.652, -0.769)
S (0.989, -0.997, -1.513)
S (-0.843, -1.435, 2.336)

Its SMILES is S=C1CSNC(=S)O1. The value obtained for the HOMO-LUMO gap is 0.305 hartree. Its relative energy (zero: lowest compared OMol25 entry of this formula, charge and spin) is 82.8 kJ/mol.

# 4
Entry from OMol25: a molecular structure, C35H33IrN3O3PSe2 at a distorted geometry (ωB97M-V/def2-TZVPD).

Element x y z (Å)
Ir (0.280, 0.050, -0.693)
O (-2.080, 0.871, 3.504)
C (-2.910, 1.816, 3.077)
C (-3.883, 2.451, 3.866)
C (-4.725, 3.437, 3.425)
C (-4.703, 3.820, 2.043)
C (-3.743, 3.221, 1.279)
C (-2.822, 2.310, 1.745)
C (-1.787, 1.835, 0.767)
O (-1.247, 0.691, 1.104)
N (-1.512, 2.567, -0.301)
N (-0.498, 1.958, -1.073)
C (-0.118, 2.716, -2.072)
C (0.960, 2.373, -3.004)
C (0.987, 3.055, -4.263)
C (2.024, 2.757, -5.254)
C (2.899, 1.708, -4.976)
C (2.861, 1.080, -3.794)
C (2.002, 1.401, -2.765)
O (2.059, 0.685, -1.624)
H (-1.511, 0.601, 2.726)
H (-3.923, 2.061, 4.844)
H (-5.389, 3.827, 4.198)
H (-5.293, 4.590, 1.535)
H (-3.747, 3.634, 0.268)
H (-0.787, 3.578, -2.007)
H (0.329, 3.893, -4.471)
H (2.035, 3.367, -6.109)
H (3.586, 1.349, -5.810)
H (3.497, 0.237, -3.644)
Se (0.721, -2.187, 0.375)
P (-0.326, -2.945, -1.407)
Se (-0.856, -1.152, -2.557)
C (-1.736, -3.826, -0.891)
C (-2.886, -3.111, -0.466)
C (-3.883, -3.820, 0.170)
C (-3.768, -5.178, 0.377)
C (-2.636, -5.864, -0.005)
C (-1.606, -5.185, -0.691)
C (0.729, -3.960, -2.495)
C (2.035, -4.362, -2.209)
C (2.548, -5.328, -3.051)
C (1.867, -5.811, -4.178)
C (0.512, -5.381, -4.430)
C (-0.046, -4.445, -3.529)
H (-2.968, -2.048, -0.697)
H (-4.709, -3.263, 0.499)
H (-4.660, -5.552, 0.818)
H (-2.562, -6.944, 0.192)
H (-0.765, -5.641, -1.279)
H (2.563, -4.012, -1.371)
H (3.478, -5.758, -2.849)
H (2.269, -6.643, -4.779)
H (-0.002, -5.794, -5.277)
H (-1.087, -4.086, -3.606)
C (2.060, 4.298, 2.160)
N (0.888, 3.603, 2.738)
C (0.890, 3.507, 4.241)
C (0.722, 2.243, 2.101)
C (1.864, 1.207, 2.277)
C (1.847, 0.167, 3.209)
C (2.876, -0.733, 3.201)
C (3.872, -0.686, 2.238)
C (3.747, 0.213, 1.164)
C (2.753, 1.091, 1.296)
H (2.129, 5.334, 2.534)
H (1.956, 4.243, 1.064)
H (3.027, 3.687, 2.373)
H (0.053, 4.152, 2.457)
H (1.832, 3.114, 4.499)
H (0.102, 2.789, 4.446)
H (0.737, 4.512, 4.599)
H (0.529, 2.411, 1.015)
H (-0.105, 1.866, 2.628)
H (1.108, 0.053, 3.944)
H (2.867, -1.562, 3.880)
H (4.761, -1.353, 2.385)
H (4.417, 0.205, 0.364)

The charge is +1. The value obtained for the HOMO-LUMO gap (spin up / spin down) is 0.254 / 0.221 hartree. Its multiplicity is 6.

# 5
Entry from OMol25: a single CH2N2O3S molecule at a distorted geometry (ωB97M-V/def2-TZVPD).

Element x y z (Å)
C (1.218, -0.661, 0.040)
N (0.147, 0.136, -0.108)
N (1.154, -1.676, 1.043)
O (0.116, -1.718, 1.710)
O (2.229, -0.593, -0.603)
O (2.188, -3.455, 2.760)
S (2.594, -2.472, 1.459)
H (-0.740, -0.188, 0.106)
H (0.257, 1.020, -0.657)

The value obtained for the HOMO-LUMO gap (spin up / spin down) is 0.322 / 0.290 hartree. Its relative energy (zero: lowest compared OMol25 entry of this formula, charge and spin) is 263.2 kJ/mol.

# 6
Entry from OMol25: a gas-phase ion, C3H6N3 (charge +1) at a distorted geometry (ωB97M-V/def2-TZVPD).

Element x y z (Å)
C (-2.972, 0.293, -0.199)
C (-0.406, 0.625, 0.108)
C (1.902, -0.265, -0.056)
N (-1.674, 0.688, 0.092)
N (-3.221, -0.900, 0.052)
N (0.522, -0.193, 0.017)
H (-3.483, 1.177, -0.439)
H (-0.194, 1.682, 0.456)
H (2.327, -1.297, 0.273)
H (2.056, -0.320, -1.120)
H (2.254, 0.442, 0.697)
H (-2.611, -1.601, 0.430)

The charge is +1. The value obtained for the HOMO-LUMO gap (spin up / spin down) is 0.284 / 0.266 hartree. Its relative energy (zero: lowest compared OMol25 entry of this formula, charge and spin) is 606.1 kJ/mol.

# 7
Entry from OMol25: 2 unconnected molecules or ions with the total composition C6H10O at a distorted geometry (ωB97M-V/def2-TZVPD).

Element x y z (Å)
C (0.097, -0.770, 0.862)
C (1.258, -1.094, 1.401)
C (-0.875, 1.442, 1.375)
C (-0.249, 0.657, 0.526)
C (0.238, 1.139, -0.819)
C (1.455, 0.913, -1.289)
H (-0.696, -1.487, 0.699)
H (1.572, -2.102, 1.637)
H (1.996, -0.323, 1.586)
H (-1.121, 2.466, 1.096)
H (-1.313, 1.167, 2.326)
H (-0.569, 1.600, -1.376)
H (1.767, 1.352, -2.231)
H (2.251, 0.495, -0.695)
H (-2.621, -1.715, -1.993)
H (-1.469, -1.749, -1.102)
O (-1.722, -1.992, -2.005)

Its SMILES is C=CC(=C)C=C.O. The value obtained for the HOMO-LUMO gap is 0.377 hartree. Its relative energy (zero: lowest compared OMol25 entry of this formula, charge and spin) is 191.5 kJ/mol.

# 8
Entry from OMol25: a molecular structure, C34H42Cl2NOOsP3 at a distorted geometry (ωB97M-V/def2-TZVPD).

Element x y z (Å)
P (1.345, 1.178, -1.840)
C (3.017, 1.310, -2.655)
C (3.373, 0.665, -3.853)
H (2.718, -0.078, -4.307)
C (4.571, 0.977, -4.508)
H (4.814, 0.495, -5.458)
C (5.453, 1.905, -3.953)
H (6.386, 2.156, -4.460)
C (5.146, 2.500, -2.723)
H (5.838, 3.212, -2.269)
C (3.950, 2.191, -2.072)
H (3.718, 2.646, -1.110)
C (0.641, -0.159, -2.917)
C (0.957, -1.491, -2.584)
H (1.471, -1.694, -1.644)
C (0.642, -2.539, -3.449)
H (0.923, -3.558, -3.174)
C (-0.017, -2.282, -4.655)
H (-0.254, -3.107, -5.328)
C (-0.379, -0.973, -4.977)
H (-0.903, -0.769, -5.914)
C (-0.065, 0.078, -4.110)
H (-0.363, 1.089, -4.391)
C (0.570, 2.642, -2.701)
C (1.143, 3.312, -3.798)
H (2.159, 3.093, -4.126)
C (0.421, 4.273, -4.515)
H (0.872, 4.765, -5.380)
C (-0.879, 4.601, -4.128)
H (-1.459, 5.332, -4.693)
C (-1.434, 4.000, -2.992)
H (-2.442, 4.264, -2.668)
C (-0.704, 3.054, -2.267)
H (-1.118, 2.622, -1.357)
Os (0.328, -0.386, 2.855)
C (-1.545, -1.101, 2.634)
C (-2.022, -1.488, 1.430)
H (-2.176, -1.223, 3.522)
C (-1.177, -1.132, 0.235)
O (-1.883, -0.134, -0.550)
H (-1.402, 0.033, -1.388)
C (0.096, -0.550, 0.758)
H (-0.973, -2.017, -0.395)
C (0.949, 0.387, 0.766)
Cl (-0.154, -0.972, 5.162)
Cl (2.425, 0.599, 3.482)
P (1.587, -2.277, 3.142)
C (2.426, -2.577, 4.747)
H (1.682, -2.855, 5.507)
H (2.928, -1.651, 5.062)
H (3.170, -3.383, 4.641)
C (0.542, -3.762, 2.970)
H (-0.027, -3.700, 2.033)
H (-0.163, -3.789, 3.813)
H (1.164, -4.670, 2.967)
C (2.987, -2.446, 1.977)
H (3.686, -1.616, 2.150)
H (2.620, -2.402, 0.944)
H (3.495, -3.407, 2.153)
P (-3.705, -2.183, 1.277)
C (-4.135, -3.009, 2.800)
C (-3.689, -3.363, -0.065)
H (-4.148, -2.292, 3.632)
H (-3.412, -3.809, 3.019)
H (-5.137, -3.450, 2.683)
H (-3.249, -2.907, -0.963)
H (-4.725, -3.666, -0.270)
H (-3.102, -4.246, 0.228)
C (-4.802, -0.810, 0.953)
H (-5.046, -0.310, 1.902)
H (-5.722, -1.189, 0.484)
H (-4.289, -0.105, 0.282)
H (1.825, 1.015, 0.530)
C (-1.978, 3.806, 4.394)
C (-2.213, 3.299, 3.117)
C (-1.538, 2.153, 2.686)
N (-0.631, 1.517, 3.459)
C (-0.345, 2.066, 4.661)
C (-1.052, 3.137, 5.195)
H (-2.506, 4.689, 4.763)
H (-2.919, 3.762, 2.432)
H (-1.746, 1.718, 1.703)
H (0.433, 1.569, 5.231)
H (-0.843, 3.420, 6.226)

The charge is +2. The value obtained for the HOMO-LUMO gap (spin up / spin down) is 0.213 / 0.165 hartree. Its multiplicity is 5.

# 9
Entry from OMol25: a molecular structure, C7H17BrF3N2O6SV at a distorted geometry (ωB97M-V/def2-TZVPD).

Element x y z (Å)
V (2.354, 1.396, 1.697)
Br (0.720, 1.647, 3.685)
O (0.740, 0.510, 0.587)
H (0.633, 0.019, 1.419)
C (0.789, 0.503, -4.056)
C (0.015, -0.057, -2.936)
O (-1.159, 0.097, -2.794)
N (0.807, -0.695, -1.843)
H (1.807, -0.608, -2.024)
H (0.733, -0.110, -0.972)
C (0.286, -2.135, -1.702)
H (1.298, 1.417, -3.735)
H (0.197, 0.700, -4.945)
H (1.605, -0.161, -4.355)
H (0.609, -2.810, -2.488)
H (-0.787, -2.151, -1.538)
H (0.742, -2.453, -0.765)
C (-1.746, 2.926, -0.909)
C (-2.573, 1.707, -0.576)
O (-3.612, 1.482, -1.095)
N (-2.052, 0.809, 0.559)
H (-2.246, -0.111, 0.155)
H (-1.010, 0.803, 0.560)
C (-2.812, 1.078, 1.844)
H (-0.832, 3.015, -0.320)
H (-2.336, 3.791, -0.607)
H (-1.504, 2.865, -1.968)
H (-2.686, 0.195, 2.468)
H (-3.874, 1.269, 1.727)
H (-2.272, 1.898, 2.312)
C (1.419, -2.430, 2.713)
F (1.066, -2.282, 1.416)
F (0.444, -1.771, 3.389)
F (1.374, -3.730, 2.935)
S (3.187, -1.726, 3.045)
O (3.183, -0.362, 2.504)
O (3.478, -1.983, 4.427)
O (4.016, -2.555, 2.187)

The charge is +1. The value obtained for the HOMO-LUMO gap (spin up / spin down) is 0.285 / 0.289 hartree. Its multiplicity is 4.